No. 1
C39H44FN8O9SSiY as an isolated structure. Source: the OMol25 dataset; level of theory: ωB97M-V/def2-TZVPD.

XYZ file:
```
104
Properties=species:S:1:pos:R:3:forces:R:3:lowdin_charge:R:1
Y 0.59396 -0.14283 -0.23519 -0.193 -0.320 -0.166 1.4947
N 7.96139 0.25998 -3.43254 0.003 -0.011 0.000 0.0730
C 6.61851 -0.11575 -3.24948 -0.002 0.025 0.016 -0.3312
C 5.73209 0.73810 -2.59865 -0.011 0.000 0.014 -0.0234
C 4.40568 0.38134 -2.42811 -0.016 0.026 0.082 -0.0353
C 3.95335 -0.83942 -2.90672 -0.027 -0.100 -0.009 -0.2708
C 4.82269 -1.68844 -3.57820 0.037 -0.006 -0.048 -0.0750
C 6.14743 -1.32668 -3.75395 -0.029 0.008 0.004 -0.0441
S 2.27896 -1.36527 -2.64240 0.122 0.165 -0.022 0.6099
O 1.45149 -0.15686 -2.55378 0.055 0.050 -0.091 -0.3841
O 1.98439 -2.28851 -3.70052 -0.116 -0.095 0.034 -0.2950
N 2.13752 -1.91403 -1.15001 0.104 -0.051 0.068 -0.1623
C 2.83917 -2.97957 -0.68747 0.073 0.057 0.065 -0.4432
N 3.63652 -3.68645 -1.51100 0.001 -0.015 -0.043 0.1263
C 4.30314 -4.69841 -0.97926 -0.008 -0.024 -0.001 -0.1548
C 4.21086 -5.05302 0.35335 -0.013 0.014 0.015 -0.0876
C 3.37209 -4.25229 1.12043 0.016 -0.045 -0.010 -0.1551
N 2.69941 -3.23064 0.63393 -0.035 -0.013 -0.004 0.1270
H 8.27924 0.92285 -2.74138 0.000 0.003 -0.006 0.0778
H 8.59044 -0.52704 -3.48179 -0.005 0.002 -0.005 0.0743
H 6.08038 1.68319 -2.19776 0.017 0.001 -0.011 0.1122
H 3.73552 1.03903 -1.89178 -0.049 0.002 -0.021 0.0933
H 4.45255 -2.63098 -3.95320 -0.029 -0.014 0.014 0.1018
H 6.82522 -1.99000 -4.28044 0.008 -0.001 0.002 0.1012
H 4.94452 -5.25645 -1.65771 -0.001 0.019 -0.015 0.0997
H 4.75778 -5.88559 0.77121 0.002 0.002 0.002 0.0811
H 3.24482 -4.44650 2.18310 -0.003 0.016 0.001 0.0997
C -2.64133 5.98430 -3.04517 0.010 0.020 0.005 -0.0625
C -3.14384 4.70067 -3.69053 0.004 -0.019 -0.002 -0.3383
C -2.93005 4.74652 -5.19867 0.003 0.013 0.002 -0.1660
C -3.56348 3.53506 -5.85725 -0.011 0.005 -0.008 -0.1635
C -3.15522 2.26803 -5.15295 -0.001 -0.031 -0.029 -0.1807
C -3.28231 1.03782 -5.83965 0.011 0.015 0.022 -0.0153
C -2.86964 -0.11102 -5.20294 0.000 -0.035 -0.010 -0.2969
F -3.00081 -1.29341 -5.87355 0.000 0.018 -0.004 0.0162
C -2.33105 -0.12989 -3.94138 0.002 0.010 -0.011 0.0480
C -2.19510 1.09071 -3.23406 -0.063 0.007 -0.025 -0.0688
C -1.66827 1.09335 -1.91948 -0.030 -0.006 0.102 -0.3144
O -1.30192 -0.03204 -1.36121 0.152 0.078 -0.060 -0.2246
C -1.63034 2.35808 -1.22411 -0.110 0.070 -0.096 -0.0509
C -2.06322 3.47348 -1.85646 -0.003 0.000 0.043 -0.0069
N -2.49526 3.50462 -3.15916 -0.011 0.007 -0.026 0.0036
C -2.63030 2.29425 -3.87382 0.008 0.001 0.033 -0.0809
C -1.14776 2.55816 0.19460 0.109 -0.170 0.121 -0.6037
O -1.49344 3.56000 0.81616 -0.025 -0.005 -0.004 0.0126
O -0.37026 1.64094 0.66521 0.082 0.120 -0.121 -0.1720
H -3.05810 6.83353 -3.58978 -0.003 -0.003 -0.004 0.0727
H -1.55232 6.04011 -3.09886 0.000 -0.005 -0.003 0.0936
H -2.93697 6.08381 -2.00257 -0.007 -0.011 -0.001 0.0729
H -4.22845 4.61754 -3.50934 -0.003 0.006 -0.003 0.1534
H -1.85244 4.76341 -5.39032 0.002 -0.009 0.001 0.1304
H -3.35289 5.67442 -5.59249 -0.006 -0.004 -0.003 0.1076
H -3.26767 3.47660 -6.90897 0.006 -0.001 0.001 0.1084
H -4.65531 3.64395 -5.85155 0.001 -0.001 0.003 0.1127
H -3.67867 0.99663 -6.84568 -0.004 0.009 -0.004 0.1013
H -1.99827 -1.04744 -3.48014 0.005 0.002 0.005 0.1196
H -2.05222 4.40205 -1.31176 -0.001 -0.003 0.006 0.1089
O 5.45961 1.57981 3.22058 -0.037 -0.044 -0.029 0.0974
C 4.83086 0.61743 3.87012 0.093 0.046 -0.065 -0.5223
O 5.22576 0.19429 4.93731 -0.022 -0.010 0.043 0.0579
C 3.61691 0.06569 3.22432 -0.074 -0.030 0.097 -0.0500
C 2.83350 -0.93957 3.76510 0.024 -0.027 -0.039 -0.0007
N 1.83868 -1.17010 2.90129 -0.043 0.016 -0.066 0.0442
N 1.92089 -0.38882 1.83126 0.086 0.035 0.163 0.0279
C 2.98381 0.37474 2.00091 0.053 -0.060 -0.010 -0.1179
C 3.30637 1.32021 0.87849 -0.059 0.033 0.019 -0.5444
O 4.27198 2.09813 1.02183 0.022 -0.105 -0.071 0.0306
O 2.56028 1.21577 -0.12714 -0.084 0.103 0.070 -0.0967
H 4.99960 1.80371 2.33165 0.032 0.072 0.074 0.0522
H 2.93836 -1.48108 4.68925 0.008 0.002 0.002 0.1318
H 1.10329 -1.86916 2.89492 0.001 0.012 0.015 0.1057
N -0.42355 -1.83172 1.06618 -0.087 0.234 -0.002 -0.1118
C -1.15226 -2.16059 1.98344 0.088 -0.025 0.042 -0.3078
C -1.25837 0.53258 3.72636 -0.003 -0.013 0.016 -0.1513
Si -2.07595 -1.09712 3.25284 -0.043 0.000 -0.020 0.6111
C -2.14575 -2.15604 4.85399 0.040 0.004 0.015 -0.6307
C -3.00371 -3.41110 4.68729 -0.025 -0.006 -0.005 -0.1144
C -2.65844 -1.35082 6.05149 -0.023 0.005 0.024 -0.1064
C -0.70633 -2.59738 5.15527 -0.012 0.004 0.014 -0.1269
C -3.77346 -0.72109 2.46379 -0.007 0.008 -0.012 -0.6165
C -4.77474 -0.16247 3.47966 -0.022 -0.001 0.003 -0.1079
C -3.52526 0.34077 1.38024 -0.007 -0.005 0.017 -0.0881
C -4.38149 -1.95319 1.78547 -0.006 -0.017 -0.001 -0.1048
H -1.94305 1.16856 4.29679 0.007 0.008 -0.002 0.0309
H -0.94841 1.08763 2.83763 -0.004 -0.011 -0.010 0.0125
H -0.36980 0.36877 4.34340 -0.002 0.002 -0.003 0.0206
H -4.06094 -3.16257 4.56664 0.011 0.003 0.019 0.0599
H -2.91390 -4.04988 5.57693 0.001 -0.005 0.004 0.0734
H -2.69109 -3.99047 3.81597 0.006 0.008 -0.007 0.0706
H -3.68790 -1.01395 5.91070 0.037 -0.016 0.010 0.0584
H -2.04383 -0.46799 6.23825 0.018 0.012 -0.010 0.0705
H -2.63363 -1.97036 6.95838 0.003 -0.002 0.001 0.0749
H -0.31114 -3.21093 4.34078 0.004 -0.012 -0.014 0.0595
H -0.67877 -3.19782 6.07430 0.003 -0.007 -0.010 0.0768
H -0.04309 -1.74008 5.30595 -0.007 -0.006 -0.008 0.0618
H -4.38143 0.71165 4.00593 0.009 -0.006 -0.004 0.0736
H -5.06368 -0.90671 4.22704 -0.003 -0.012 -0.023 0.0576
H -5.68854 0.15282 2.95951 0.000 0.003 -0.002 0.0764
H -3.15296 1.27850 1.79771 0.001 0.009 0.001 0.0763
H -4.46782 0.55741 0.86151 0.001 0.005 -0.005 0.0880
H -2.80722 -0.00096 0.63050 -0.002 -0.001 0.001 0.0652
H -4.59430 -2.75909 2.49150 -0.005 0.018 -0.019 0.0554
H -3.71507 -2.34881 1.01822 0.009 0.000 -0.004 0.0732
H -5.32620 -1.67262 1.30163 0.001 0.000 -0.008 0.0774
```
Positions in Å, forces in eV/Å.

- Gap between HOMO and LUMO (spin up / spin down): 4.17 / 4.30 eV
- Energy above the lowest of the compared OMol25 structures with the same formula, charge and spin: 47.9 kJ/mol
- Total energy: -3454.0389 hartree
- Net charge: -2
- Strongest force on any atom: 0.41 eV/Å


No. 2
C39H45BN3O7S2V as an isolated structure at a distorted geometry. Source: the OMol25 dataset; level of theory: ωB97M-V/def2-TZVPD.

XYZ file:
```
98
Properties=species:S:1:pos:R:3:forces:R:3:lowdin_charge:R:1
V -0.00237 -0.67420 0.96881 2.414 -1.981 0.425 0.8257
C -0.04017 -1.27840 -2.76709 -0.187 -0.108 -0.044 -0.0937
O 0.62213 -0.87760 -1.59869 0.270 0.195 0.416 -0.2360
C 1.97143 -0.55610 -1.79999 0.496 -0.059 0.208 -0.1846
C 2.50573 0.12710 -0.54419 0.035 0.376 -0.969 -0.1547
O 2.23583 -0.68030 0.58211 -0.319 -0.201 -0.137 -0.2104
C 2.98923 -0.32140 1.71831 0.231 0.093 0.852 -0.1566
C 2.47633 -1.16120 2.88191 0.519 -0.080 -0.309 -0.1645
O 1.10373 -0.87440 3.04731 -0.022 0.077 -0.259 -0.2654
C 0.46083 -1.68820 4.00211 -0.052 -0.112 0.135 -0.0738
H 0.35003 -2.23330 -3.15019 0.032 0.061 0.071 0.0890
H 0.06033 -0.51710 -3.55039 -0.014 -0.057 0.073 0.0801
H -1.09027 -1.39010 -2.50499 0.017 0.003 -0.097 0.0918
H 2.08183 0.13810 -2.65309 0.013 -0.108 0.196 0.1369
H 2.55333 -1.47230 -2.00049 -0.101 0.176 -0.049 0.1190
H 2.01873 1.10480 -0.43569 0.156 -0.164 0.125 0.1296
H 3.59383 0.25700 -0.65289 -0.146 -0.001 0.013 0.1387
H 2.86253 0.74550 1.94301 0.018 -0.189 -0.120 0.1267
H 4.05703 -0.54080 1.54431 -0.240 -0.012 0.028 0.1417
H 3.02233 -0.90360 3.80581 -0.074 -0.023 -0.200 0.1388
H 2.63163 -2.22390 2.65011 -0.099 0.226 0.122 0.1044
H 1.01303 -1.66640 4.95071 -0.103 0.047 -0.045 0.0955
H 0.36203 -2.72160 3.65001 0.031 0.113 -0.029 0.0826
H -0.52907 -1.25160 4.13621 -0.002 -0.081 0.131 0.0915
C 2.69833 6.87810 -0.15989 -0.102 0.075 0.164 -0.0522
C 1.76863 7.05080 1.05081 0.063 0.130 0.018 -0.5628
C 0.92573 8.30960 0.82591 0.140 -0.238 0.037 -0.0767
C 2.60933 7.27190 2.31641 -0.093 -0.002 -0.182 -0.0548
C 0.92373 5.79140 1.20861 -0.183 0.190 -0.035 -0.1934
C -0.46537 5.80660 1.14411 0.176 0.292 0.000 -0.0436
C -1.23677 4.65310 1.22841 -0.045 -0.602 0.017 0.0197
C -0.58017 3.45090 1.36821 0.588 0.815 -0.016 -0.2130
O -1.05197 2.19370 1.41061 -0.813 0.589 0.255 0.1157
B 0.04563 1.32040 1.41691 0.346 -0.213 -0.682 -0.4959
O 1.22513 2.13420 1.48171 0.470 0.452 0.394 0.0736
C 0.82013 3.42030 1.42741 -0.431 0.555 -0.043 -0.2010
C 1.57933 4.56640 1.36871 -0.115 -0.351 -0.010 0.0435
H 3.31533 7.76690 -0.29169 0.086 0.097 -0.044 0.0762
H 2.10933 6.72020 -1.06089 -0.028 -0.019 -0.114 0.0903
H 3.35403 6.02100 -0.03209 0.087 -0.072 -0.021 0.0710
H 1.58383 9.16940 0.70341 0.056 0.080 -0.006 0.0773
H 0.27633 8.49770 1.67801 -0.121 0.054 0.057 0.0809
H 0.31763 8.21670 -0.07019 -0.112 0.029 -0.096 0.0821
H 3.23753 8.15550 2.20301 0.091 0.096 0.009 0.0761
H 3.25033 6.41750 2.51491 0.089 -0.095 0.063 0.0722
H 1.95673 7.41820 3.17501 -0.033 -0.006 0.118 0.0857
H -0.99227 6.73550 0.99301 0.016 0.137 0.007 0.0912
H -2.30837 4.68600 1.12461 -0.177 -0.004 0.007 0.1158
H 2.65733 4.49770 1.39951 0.100 -0.017 0.019 0.1145
N -4.39637 -0.78780 -6.60459 -0.131 -0.107 -0.198 0.0816
C -3.90187 -0.15690 -5.46689 0.073 0.180 0.126 -0.3355
C -4.73377 0.10270 -4.37959 0.085 0.014 0.085 -0.0324
C -4.24527 0.75520 -3.25939 -0.079 -0.046 -0.059 -0.0635
C -2.92847 1.17610 -3.22649 0.368 0.248 0.543 -0.2700
C -2.10847 0.96230 -4.31819 0.015 -0.047 -0.153 -0.0854
C -2.58177 0.29020 -5.43069 -0.100 0.009 0.129 -0.0337
S -2.20137 1.86880 -1.72969 0.391 -0.347 -0.110 0.5818
O -0.99717 2.55040 -2.13939 -0.153 -0.205 -0.127 -0.3047
O -3.22237 2.65620 -1.07419 -0.078 -0.186 -0.185 -0.3585
N -1.76247 0.56060 -0.89569 0.368 0.716 -1.037 -0.1091
C -2.46607 0.13050 0.11571 -1.501 0.544 0.005 -0.7001
S -4.18917 0.44860 0.33671 0.117 -0.423 0.701 1.0536
C -4.14117 -0.49710 1.79531 0.191 -0.008 -0.286 -0.3934
C -2.88897 -0.95130 2.01451 -0.586 -0.216 0.481 -0.2448
N -1.95247 -0.60350 1.08711 -1.411 0.029 -0.218 -0.1103
H -5.21477 -1.35680 -6.44869 0.117 -0.022 -0.042 0.0829
H -3.69387 -1.25390 -7.15719 -0.098 -0.050 0.005 0.0820
H -5.76347 -0.22400 -4.41029 -0.125 -0.029 0.012 0.1054
H -4.88187 0.93470 -2.40739 -0.110 0.028 0.061 0.0821
H -1.09687 1.33040 -4.27529 0.163 0.029 -0.029 0.1020
H -1.93367 0.09560 -6.27359 0.087 0.050 -0.106 0.1059
H -5.02607 -0.64310 2.38101 -0.068 -0.070 0.229 0.0474
H -2.57627 -1.54990 2.85981 -0.092 0.040 -0.003 0.1027
C -1.84927 -7.81140 0.72351 -0.044 -0.144 0.004 -0.1242
C -2.53277 -6.99490 1.60871 -0.141 -0.181 0.074 -0.1142
C -2.17087 -5.67320 1.75421 0.110 0.118 -0.069 -0.0563
C -1.11187 -5.11930 1.02551 -0.298 -0.448 0.130 -0.2077
C -0.43347 -5.95900 0.13581 -0.018 0.125 -0.001 -0.0226
C -0.80347 -7.28100 -0.01399 -0.027 -0.191 -0.014 -0.0978
C -0.83547 -3.69330 1.18951 0.381 0.039 0.003 -0.1225
C 0.30653 -3.03790 0.93381 -0.830 0.719 0.057 -0.1105
C 1.52633 -3.71250 0.61461 0.736 -0.529 -0.176 -0.2799
C 2.05093 -3.79350 -0.69259 -0.314 0.202 0.227 -0.0802
C 3.27133 -4.37240 -0.95049 0.364 -0.194 -0.065 -0.1091
C 4.04503 -4.89730 0.07981 0.081 -0.094 0.041 -0.1259
C 3.53493 -4.87120 1.37311 0.367 -0.169 -0.116 -0.1100
C 2.30663 -4.30640 1.63561 -0.474 0.129 -0.189 -0.0761
H -2.13287 -8.84780 0.60901 -0.031 -0.089 -0.042 0.0869
H -3.36277 -7.38860 2.17931 -0.054 -0.066 0.069 0.0911
H -2.71497 -5.04010 2.44411 -0.049 0.073 0.008 0.1037
H 0.37503 -5.56740 -0.45989 -0.012 0.005 -0.018 0.0959
H -0.28357 -7.90840 -0.72559 0.094 -0.021 -0.035 0.0947
H -1.69527 -3.15800 1.58101 -0.108 0.114 -0.132 0.0557
H 1.44303 -3.43540 -1.51189 -0.039 0.151 -0.020 0.0961
H 3.63183 -4.43960 -1.97319 -0.033 0.045 0.033 0.0964
H 5.00723 -5.35120 -0.12589 -0.019 0.031 0.007 0.0831
H 4.10353 -5.31550 2.18461 -0.024 0.004 -0.028 0.0943
H 1.89873 -4.35210 2.64071 0.013 0.077 -0.024 0.1079
```
Positions in Å, forces in eV/Å.

- Gap between HOMO and LUMO (spin up / spin down): 5.55 / 5.01 eV
- Energy above the lowest of the compared OMol25 structures with the same formula, charge and spin: 113.4 kJ/mol
- Total energy: -3969.2870 hartree
- Net charge: -1
- Expectation value of S²: 0.76
- Spin multiplicity: 2
- Strongest force on any atom: 3.15 eV/Å